# C3H10OS

A 2-piece molecular cluster, C3H10OS overall at a distorted geometry (wB97M-V/def2-TZVPD, OMol25).

Structure (XYZ):
```
15
Properties=species:S:1:pos:R:3:forces:R:3
S -0.2059 -0.5108 -1.4351 -0.46 -0.08 -0.35
O 1.7775 -1.0424 2.2290 -0.18 0.03 0.10
C -0.6231 0.8434 -0.3100 0.04 0.02 -0.10
C -0.1850 2.1732 -0.9093 0.62 0.25 0.85
C -0.7179 -1.8997 -0.4029 0.19 0.66 1.24
H 0.0236 -1.9879 0.3872 0.52 -0.71 -0.27
H 2.6138 -0.5717 2.2613 0.07 0.00 -0.05
H -0.6358 2.9675 -0.3111 -0.29 0.09 -0.33
H -1.7013 0.9512 -0.1590 0.01 -0.58 -0.03
H -0.9001 -2.8117 -0.9591 0.16 0.03 -0.03
H -1.5560 -1.6553 0.2515 -0.66 0.12 -0.72
H 1.8550 -1.6605 1.4980 0.13 -0.01 -0.07
H -0.1524 0.5796 0.6383 0.00 0.43 0.10
H 0.8837 2.3925 -0.8287 0.04 -0.46 -0.19
H -0.4760 2.2324 -1.9503 -0.18 0.21 -0.15
```
Forces are in eV/Å.

Properties
Relative energy (zero: lowest compared OMol25 entry of this formula, charge and spin) ... 6.7 kcal/mol
Multiplicity ... 1
HOMO level ... -8.40 eV
Maximum force ... 0.0276 hartree/bohr
LUMO ... 0.787 eV
HOMO-LUMO gap ... 9.184 eV
SMILES ... CCSC.O

Mulliken atomic charge list, values in e, 8 entries: -0.103, -0.629, -0.307, -1.207, -0.630, 0.018, 0.310, 0.347